C4H5N2S | ωB97M-V with the def2-TZVPD basis set

Geometry (Å):
C1 -0.28567 -1.55643 -0.00542
C2 -1.62286 -1.07306 -0.16678
C3 1.10551 0.25368 0.81604
C4 1.79223 1.43384 0.09382
N1 0.60988 -0.70038 0.13630
N2 -1.82128 0.17332 0.11259
S1 -3.40596 0.70199 -0.02446
H1 -0.08994 -2.62879 -0.20196
H2 -2.30589 -1.72243 -0.55486
H3 1.47246 2.30988 0.50921
H4 2.98446 1.42700 0.22722
H5 1.56707 1.38138 -0.94169

Total charge: -1
F_max: 4.78 eV/Å
Energy: -18041.74365 eV


C4H5N2S | ωB97M-V with the def2-TZVPD basis set

Geometry (Å):
C1 1.12747 2.04896 -2.51774
N1 0.87386 0.91908 -2.15011
C2 -0.23109 0.26705 -1.70889
S1 -1.43651 -0.52766 -2.55615
N2 -0.25298 -0.28005 -0.41309
C3 -0.45337 -0.72836 0.65865
C4 -0.78030 -1.14792 1.96661
H1 2.08058 2.31441 -2.92032
H2 0.27434 2.79384 -2.47525
H3 -1.27328 -2.07387 1.83611
H4 0.09329 -1.10184 2.56378
H5 -1.49011 -0.45376 2.23567

Total charge: +1
F_max: 5.92 eV/Å
SMILES string: C=NC(=S)[N+]#CC
Energy: -18034.22021 eV


C4H5N3 | ωB97M-V with the def2-TZVPD basis set

Geometry (Å):
C1 -1.62016 0.11844 0.09775
N1 -0.43712 -0.39683 -0.58946
C2 0.78971 -0.35504 0.17567
C3 1.89188 -0.87747 -0.65706
N2 2.70334 -1.34308 -1.33489
C4 1.05997 1.00034 0.74306
N3 1.03059 2.05647 1.21398
H1 -2.18717 -0.70267 0.54483
H2 -2.25977 0.62388 -0.62836
H3 -1.38108 0.85175 0.88002
H4 -0.29746 0.04881 -1.48693
H5 0.70728 -1.02460 1.04140

F_max: 1.20 eV/Å
SMILES string: CNC(C#N)C#N
Energy: -8697.83765 eV


C4H5N3 | ωB97M-V with the def2-TZVPD basis set

Geometry (Å):
H1 -1.04066 2.36501 1.46949
N1 -0.25754 1.64063 1.55617
C1 0.05246 0.85879 0.54161
C2 0.83516 -0.29279 0.86354
C3 1.50311 -1.20175 1.39045
N2 -0.40777 1.04300 -0.73325
N3 -0.39647 0.04975 -1.67767
C4 -0.72421 -1.18178 -1.42383
H2 2.27218 -1.79996 1.97894
H3 -0.21292 1.86473 -1.26968
H4 -0.82597 -1.49657 -0.39594
H5 -0.79736 -1.84905 -2.29983

F_max: 5.06 eV/Å
SMILES string: [H]/N=C(/C#C)NN=C
Energy: -8694.67635 eV


C4H5N3 | ωB97M-V with the def2-TZVPD basis set

Geometry (Å):
N1 0.11963 2.66579 1.54332
C1 0.10640 1.80051 0.75829
C2 0.02934 0.84763 -0.25681
C3 1.15943 -0.09330 -0.59003
N2 0.81521 -1.43369 -0.07030
C4 -0.41284 -1.47149 0.18013
N3 -1.11275 -0.18218 -0.02424
H1 -1.35950 0.16368 -0.96028
H2 1.32266 -0.23404 -1.66714
H3 2.09906 0.24581 -0.15926
H4 -0.94210 -2.33760 0.56743
H5 -1.82455 0.02885 0.67888

F_max: 1.64 eV/Å
Energy: -8695.56234 eV


C4H5N3 | ωB97M-V with the def2-TZVPD basis set

Geometry (Å):
C1 2.48712 -0.02706 0.02073
C2 1.07055 -0.46915 -0.01132
N1 0.10930 0.36252 -0.07952
N2 -1.11347 -0.29720 -0.04716
C3 -2.09079 0.54369 -0.00195
C4 -3.42006 0.00474 -0.00631
N3 -4.49495 -0.43195 0.00298
H1 2.54602 1.07639 0.03998
H2 2.95635 -0.46448 0.90544
H3 3.02249 -0.36367 -0.85136
H4 0.85858 -1.55291 -0.04446
H5 -1.93113 1.61908 0.07298

F_max: 1.59 eV/Å
SMILES string: C/C=N/N=C/C#N
Energy: -8697.23033 eV


C4H5N3 | ωB97M-V with the def2-TZVPD basis set

Geometry (Å):
N1 -0.94984 2.55636 -1.62033
C1 -0.58474 1.65514 -0.99198
C2 -0.09345 0.34479 -0.55001
C3 1.16799 0.18488 0.35223
N2 0.98503 -1.11107 1.02308
C4 -0.25485 -1.38538 0.91116
N3 -1.02205 -0.47588 0.20891
H1 0.12419 -0.05294 -1.56047
H2 2.07722 0.18537 -0.24695
H3 1.26648 0.95888 1.12460
H4 -0.71141 -2.27903 1.33298
H5 -2.00456 -0.58112 0.01677

F_max: 1.20 eV/Å
SMILES string: N#C[C@H]1CN=CN1
Energy: -8698.25954 eV


C4H5N3 | ωB97M-V with the def2-TZVPD basis set

Geometry (Å):
C1 0.70188 1.01231 1.87612
N1 -0.03629 0.51078 -1.17893
C2 -0.67558 -0.58031 -1.28915
C3 -1.00758 -1.20345 -2.56090
N2 -1.26216 -1.68209 -3.58317
C4 0.28898 -1.54661 1.75239
N3 0.48519 -0.39293 1.81932
H1 0.07305 1.49554 1.12724
H2 1.74723 1.22865 1.64514
H3 0.46338 1.37765 2.87714
H4 0.21712 0.89050 -2.09369
H5 -0.99523 -1.11005 -0.39153

F_max: 1.18 eV/Å
Energy: -8696.83936 eV


C4H5N3 | ωB97M-V with the def2-TZVPD basis set

Geometry (Å):
N1 1.82217 -1.29687 1.31283
C1 1.56660 -1.38050 0.17189
C2 -1.07765 0.20628 0.48924
C3 -0.13527 1.33281 0.23054
N2 0.52521 0.99704 -0.99884
C4 0.37020 -0.27129 -1.15398
N3 -0.78046 -0.72628 -0.33655
H1 -1.80409 0.07936 1.28379
H2 -0.58330 2.32987 0.25354
H3 0.58517 1.24308 1.07769
H4 0.59837 -0.82185 -2.05514
H5 -1.08696 -1.69165 -0.27500

F_max: 1.30 eV/Å
Energy: -8695.71241 eV


C4H5N3 | ωB97M-V with the def2-TZVPD basis set

Geometry (Å):
C1 -1.61125 0.14572 0.14495
N1 -0.51126 -0.47204 -0.58530
C2 0.74463 -0.36969 0.12447
C3 1.88907 -0.80222 -0.70010
N2 2.79267 -1.15215 -1.32858
C4 1.03390 0.97757 0.70639
N3 1.16270 2.02493 1.17906
H1 -1.64462 -0.26825 1.15988
H2 -2.55062 -0.10441 -0.35046
H3 -1.52344 1.23902 0.23465
H4 -0.44204 -0.13850 -1.53865
H5 0.66026 -1.07995 0.95368

F_max: 1.19 eV/Å
SMILES string: CNC(C#N)C#N
Energy: -8697.89448 eV


C4H5N3 | ωB97M-V with the def2-TZVPD basis set

Geometry (Å):
N1 2.02571 -0.77096 1.66485
C1 1.37801 -0.51863 0.73364
C2 0.60940 -0.11079 -0.55764
C3 -0.69743 -0.93225 -0.56942
N2 -1.53828 -0.19973 0.38771
C4 -0.98823 0.93920 0.53694
N3 0.09733 1.21752 -0.31164
H1 1.22012 -0.15626 -1.47038
H2 -1.19935 -1.08637 -1.53887
H3 -0.44410 -1.90686 -0.16644
H4 -1.26652 1.64399 1.31359
H5 0.80334 1.88114 -0.02234

F_max: 1.70 eV/Å
SMILES string: N#C[C@H]1CN=CN1
Energy: -8698.16324 eV


C4H5N3 | ωB97M-V with the def2-TZVPD basis set

Geometry (Å):
H1 -0.53046 -1.19401 2.22891
N1 -0.08469 -0.85576 1.37875
C1 -0.83129 -0.99007 0.36710
C2 -0.38975 -0.48974 -0.99936
N2 1.02882 -0.20683 -0.99496
C3 1.42019 0.78173 -0.30564
C4 0.53442 1.75290 0.32981
N3 -0.19302 2.53585 0.77172
H2 -1.83576 -1.42947 0.39425
H3 -0.60504 -1.24894 -1.75899
H4 -1.00025 0.39574 -1.24129
H5 2.48683 0.94859 -0.17031

F_max: 1.00 eV/Å
SMILES string: [H]/N=C/C/N=C\C#N
Energy: -8697.53100 eV


C4H5N3 | ωB97M-V with the def2-TZVPD basis set

Geometry (Å):
C1 1.45471 -0.69537 -0.41786
N1 0.02230 -0.53607 -0.67103
C2 -0.59998 0.61378 -0.05226
C3 -2.05807 0.55117 -0.27658
N2 -3.19759 0.48276 -0.45134
C4 -0.33650 0.78332 1.40713
N3 -0.07913 0.91933 2.52582
H1 1.92889 -1.10125 -1.31432
H2 1.66588 -1.36979 0.42042
H3 1.91810 0.26957 -0.18538
H4 -0.48391 -1.37648 -0.41320
H5 -0.23734 1.52797 -0.54274

F_max: 1.14 eV/Å
SMILES string: CNC(C#N)C#N
Energy: -8697.85271 eV


C4H5N3 | ωB97M-V with the def2-TZVPD basis set

Geometry (Å):
C1 1.86302 -0.90428 -0.16265
C2 0.52735 -0.92185 -0.63931
C3 -1.93921 1.00632 -0.20738
C4 -0.97388 1.00190 -0.89178
N1 2.28167 0.31788 0.08750
N2 1.26378 1.06645 -0.19234
N3 0.24746 0.40829 -0.65517
H1 2.50280 -1.78177 -0.00356
H2 0.00318 -1.74675 -1.16824
H3 -2.88516 1.40569 -0.03021
H4 -1.26350 -0.45914 1.83857
H5 -1.62753 0.60727 2.02458

F_max: 4.92 eV/Å
Energy: -8691.84731 eV


C4H5N3 | ωB97M-V with the def2-TZVPD basis set

Geometry (Å):
C1 1.41987 0.35613 -0.70836
N1 0.08140 0.77921 -0.30166
C2 -0.55467 -0.07418 0.67868
C3 -1.90073 0.45338 0.97964
N2 -2.92564 0.93248 1.21326
C4 -0.56440 -1.50825 0.26142
N3 -0.36385 -2.56905 -0.15383
H1 2.17541 0.84119 -0.08389
H2 1.58443 0.65943 -1.74381
H3 1.56558 -0.73217 -0.66054
H4 -0.53184 0.90219 -1.09758
H5 0.01447 -0.04035 1.61667

F_max: 1.20 eV/Å
SMILES string: CNC(C#N)C#N
Energy: -8697.85673 eV


C4H5N3 | ωB97M-V with the def2-TZVPD basis set

Geometry (Å):
N1 1.38660 -1.16115 0.27484
C1 0.41344 -0.18614 0.06101
C2 -1.06753 -0.55504 -0.08698
N2 -1.60334 0.27917 -1.23365
C3 -1.35391 1.29327 -0.55696
N3 -0.59704 1.98879 0.12816
C4 0.58309 1.14330 0.22256
H1 1.33216 -1.98190 -0.31333
H2 2.32874 -0.78881 0.27513
H3 -1.35444 -1.60352 -0.13067
H4 -1.55374 -0.05031 0.78590
H5 1.48598 1.62234 0.57400

F_max: 1.95 eV/Å
Energy: -8695.77270 eV


C4H5N3 | ωB97M-V with the def2-TZVPD basis set

Geometry (Å):
C1 0.42514 1.33402 4.03470
C2 0.19053 0.30597 3.33188
C3 -0.03550 -1.64244 -0.64386
C4 0.24438 0.92217 0.76265
N1 -0.20007 -1.57191 0.59039
N2 -0.20101 -0.64581 2.55059
N3 -0.19790 -0.46740 1.31079
H1 -0.16458 -2.63215 -1.02500
H2 0.02599 -0.79561 -1.40090
H3 -0.57285 1.48506 0.70548
H4 0.84694 1.18413 1.65616
H5 0.84733 0.77515 -0.09547

Spin multiplicity: 3
F_max: 5.89 eV/Å
Energy: -8690.35643 eV


C4H5N3O | ωB97M-V with the def2-TZVPD basis set

Geometry (Å):
C1 -0.65679 0.10546 1.44493
C2 -0.29444 -0.00654 -0.02341
C3 0.75195 0.17823 -1.79087
C4 -0.68294 -0.19786 -2.03274
H1 1.53774 1.09359 1.18402
H2 1.28640 -1.39165 3.09347
H3 -1.25599 1.06810 1.19059
H4 -1.25003 -0.80047 1.51105
H5 -1.03592 -0.37569 -2.97846
N1 0.47654 0.14948 2.40195
N2 0.89968 0.21638 -0.35654
N3 -1.33441 -0.18306 -0.90095
O1 1.55820 0.14404 -2.74304

F_max: 4.67 eV/Å
Energy: -10736.57243 eV


C4H5N3O | ωB97M-V with the def2-TZVPD basis set

Geometry (Å):
C1 -0.98580 1.28740 -0.94405
C2 0.10398 -0.33214 0.31136
C3 0.48360 -1.14480 1.37881
C4 1.55584 -1.81931 -0.40463
H1 -2.25026 2.93860 -0.58642
H2 -0.36112 0.74444 -1.74201
H3 -0.72832 1.62198 1.42469
H4 -0.13814 -1.32054 2.37145
H5 2.32100 -2.50618 -0.94398
N1 -1.54636 2.52177 -1.34662
N2 -0.80393 0.76951 0.32750
N3 1.39371 -2.11960 0.85934
O1 0.95580 -0.64115 -0.70544

F_max: 6.64 eV/Å
Energy: -10742.08617 eV


C4H5N3O | ωB97M-V with the def2-TZVPD basis set

Geometry (Å):
C1 1.80597 -0.15201 0.58499
O1 1.09913 -1.21335 1.32661
N1 -0.34116 -1.12887 1.27712
C2 -0.53711 -0.24573 0.35545
C3 -1.77434 0.50121 -0.25191
N2 -1.08085 1.12230 -1.42945
N3 0.26645 0.85456 -1.39904
C4 0.59361 0.06023 -0.38128
H1 2.96545 -0.37437 0.01889
H2 2.00638 1.07299 1.03823
H3 -2.38569 1.10657 0.56009
H4 -2.43372 -0.37661 -0.75110
H5 -1.38543 1.36006 -2.46290

F_max: 4.90 eV/Å
SMILES string: C1ON=C2CNN=C12
Energy: -10740.18849 eV


We obtain energy relative to the best compared isomer or geometry (same formula, charge and spin) values of 337.3, 109.2, 190.5, 495.5, 410.1, 249.1, 149.8, 286.9, 395.6, 185.0, 159.1, 220.1, 189.1, 768.5, 188.7, 389.8, 418.4, 1065.4, 533.4, 716.5 kJ/mol for the records listed above, in that order.